Record 1
This record from the OMol25 dataset describes a molecular structure, C47H57Ge2N4OS2Ti in a non-equilibrium geometry. The level of theory is ωB97M-V/def2-TZVPD.

Structure (XYZ):
```
114
C47H57Ge2N4OS2Ti (ωB97M-V/def2-TZVPD)
Ti -0.821 0.112 0.310
C -2.056 3.631 2.833
C -2.031 2.324 2.095
N -0.933 1.805 1.644
N 0.226 2.482 2.063
C 1.297 1.795 1.877
S 1.430 0.188 1.266
S 2.784 2.723 2.198
C 3.822 1.432 2.921
C 3.392 0.959 4.286
C 3.251 -0.403 4.524
C 2.876 -0.869 5.779
C 2.635 0.027 6.808
C 2.767 1.391 6.576
C 3.138 1.853 5.323
C -3.311 1.624 1.923
C -4.530 2.283 2.146
C -5.730 1.611 2.092
C -5.735 0.235 1.833
C -4.559 -0.445 1.631
C -3.330 0.239 1.658
O -2.220 -0.427 1.479
H -1.057 4.015 2.983
H -2.556 3.507 3.794
H -2.635 4.352 2.250
H 4.821 1.872 2.952
H 3.855 0.593 2.226
H 3.423 -1.103 3.713
H 2.758 -1.934 5.943
H 2.337 -0.333 7.786
H 2.569 2.099 7.373
H 3.213 2.918 5.136
H -4.532 3.345 2.354
H -6.659 2.142 2.250
H -6.676 -0.299 1.783
H -4.539 -1.504 1.406
C -0.772 -1.234 4.173
C -1.094 -2.470 3.337
C 0.108 -3.089 2.661
C 1.000 -3.810 3.451
C 2.064 -4.501 2.897
C 2.208 -4.516 1.521
C 1.339 -3.811 0.693
C 1.484 -3.967 -0.796
C 0.826 -5.248 -1.307
C 0.318 -3.046 1.274
N -0.509 -2.206 0.451
C -1.560 -2.730 -0.089
C -2.454 -1.972 -0.898
C -3.615 -2.383 -1.559
C -4.114 -1.248 -2.204
C -3.235 -0.203 -1.902
N -2.225 -0.630 -1.125
H -1.643 -0.931 4.759
H -0.476 -0.397 3.543
H 0.048 -1.434 4.866
H -1.847 -2.218 2.598
H -1.524 -3.236 3.989
H 0.833 -3.837 4.523
H 2.755 -5.045 3.530
H 3.010 -5.087 1.064
H 2.547 -3.976 -1.050
H 1.049 -3.117 -1.305
H 1.255 -6.132 -0.827
H 0.954 -5.344 -2.388
H -0.247 -5.247 -1.098
H -1.832 -3.774 0.076
H -4.025 -3.383 -1.561
H -4.995 -1.178 -2.824
H -3.286 0.826 -2.224
C -2.847 3.638 -2.643
C -2.380 3.202 -1.253
Ge -0.600 2.266 -1.245
C 0.637 3.742 -0.735
C 0.569 4.924 -1.702
C -0.015 2.020 -3.092
C 0.765 0.967 -3.364
Ge 0.680 -0.484 -1.981
C 2.587 -0.993 -1.613
C 3.534 0.208 -1.660
C -0.031 -1.989 -3.118
C -0.941 -1.574 -4.275
C 1.525 0.856 -4.650
C 2.264 -0.292 -4.941
C 2.981 -0.421 -6.124
C 2.984 0.606 -7.055
C 2.261 1.762 -6.783
C 1.549 1.883 -5.601
H -3.822 4.137 -2.617
H -2.934 2.783 -3.320
H -2.137 4.328 -3.108
H -3.135 2.558 -0.795
H -2.283 4.074 -0.594
H 1.652 3.331 -0.713
H 0.413 4.076 0.279
H 0.895 4.645 -2.707
H 1.206 5.752 -1.373
H -0.450 5.318 -1.785
H -0.146 2.824 -3.821
H 2.908 -1.769 -2.318
H 2.630 -1.441 -0.617
H 3.552 0.670 -2.651
H 4.564 -0.067 -1.404
H 3.216 0.978 -0.950
H -0.583 -2.683 -2.483
H 0.834 -2.547 -3.500
H -1.788 -0.987 -3.919
H -1.348 -2.449 -4.793
H -0.413 -0.971 -5.016
H 2.271 -1.105 -4.226
H 3.540 -1.330 -6.314
H 3.543 0.512 -7.977
H 2.255 2.579 -7.496
H 1.004 2.798 -5.413
```

Orbital gap, eV: 6.3957
ΔE to the lowest compared entry with this formula, charge and spin, kJ/mol: 9.4
Net charge: -1
E_HOMO, eV: -4.04

=====

Record 2
This record from the OMol25 dataset describes a single C14H20N2O3 molecule in a non-equilibrium geometry. The level of theory is ωB97M-V/def2-TZVPD.

Structure (XYZ):
```
39
C14H20N2O3 (ωB97M-V/def2-TZVPD)
C 0.061 -2.077 3.380
C 1.388 -2.019 2.619
C 2.492 -2.759 3.357
C 1.823 -0.545 2.300
N 2.122 0.302 3.424
C 0.716 0.129 1.494
O -0.111 0.857 2.036
N 0.650 -0.189 0.189
C -0.397 0.348 -0.696
C 0.027 0.271 -2.151
C -0.766 1.194 -3.058
C -0.365 2.527 -3.228
C -1.095 3.399 -4.018
C -2.249 2.947 -4.656
C -2.661 1.629 -4.495
C -1.933 0.769 -3.683
C -1.718 -0.408 -0.436
O -2.209 -1.167 -1.237
O -2.264 -0.193 0.757
H 0.143 -1.494 4.305
H -0.185 -3.086 3.662
H -0.764 -1.660 2.843
H 1.243 -2.525 1.657
H 3.436 -2.677 2.849
H 2.259 -3.822 3.486
H 2.613 -2.351 4.369
H 2.726 -0.613 1.665
H 1.282 0.667 3.781
H 2.619 -0.185 4.147
H 1.307 -0.831 -0.223
H -0.557 1.391 -0.399
H -0.080 -0.746 -2.492
H 1.072 0.579 -2.181
H 0.529 2.870 -2.730
H -0.785 4.422 -4.128
H -2.833 3.624 -5.275
H -3.562 1.296 -5.005
H -2.290 -0.265 -3.543
H -1.681 0.394 1.313
```

Orbital gap, eV: 9.8063
SMILES string: CC(C)[C@H](N)C(=O)N[C@@H](Cc1ccccc1)C(=O)O
ΔE to the lowest compared entry with this formula, charge and spin, kJ/mol: 40.1
E_HOMO, eV: -9.25

=====

Record 3
This record from the OMol25 dataset describes a single C2H7N3O molecule in a non-equilibrium geometry. The level of theory is ωB97M-V/def2-TZVPD.

Structure (XYZ):
```
13
C2H7N3O (ωB97M-V/def2-TZVPD)
H -1.457 -1.786 -0.678
N -1.744 -0.857 -0.386
C -0.796 -0.125 0.045
N -1.071 1.067 0.676
C 0.670 -0.526 0.138
N 1.140 0.275 -1.042
O 1.310 -0.106 1.294
H -0.401 1.800 0.497
H -2.037 1.351 0.594
H 0.805 -1.617 0.010
H 2.159 0.283 -1.080
H 0.761 -0.094 -1.924
H 0.660 0.336 1.855
```

Orbital gap, eV: 10.5485
SMILES string: [H]/N=C(/N)[C@@H](N)O
ΔE to the lowest compared entry with this formula, charge and spin, kJ/mol: 114.3
E_HOMO, eV: -9.65

=====

Record 4
This record from the OMol25 dataset describes a molecular structure, C28H53O2PPdSe2Si2 in a non-equilibrium geometry. The level of theory is ωB97M-V/def2-TZVPD.

Structure (XYZ):
```
89
C28H53O2PPdSe2Si2 (ωB97M-V/def2-TZVPD)
O -2.306 -2.936 -2.454
O -1.302 -4.918 -1.726
C -3.669 -2.523 -2.163
C -3.828 -1.084 -1.731
H -4.022 -3.209 -1.395
H -4.231 -2.687 -3.094
H -3.183 -0.774 -0.897
H -4.866 -0.944 -1.418
H -3.656 -0.405 -2.571
C -1.745 -2.099 -3.492
C -0.693 -2.879 -4.214
H -1.342 -1.195 -3.007
H -2.582 -1.828 -4.147
H 0.129 -3.222 -3.586
H -0.254 -2.252 -4.992
H -1.145 -3.729 -4.730
C 0.073 -5.680 -1.605
C -2.446 -5.891 -1.811
C 1.278 -4.858 -1.949
H -0.020 -6.581 -2.237
H 0.051 -5.910 -0.541
H 1.311 -4.693 -3.029
H 2.176 -5.430 -1.651
H 1.285 -3.918 -1.382
C -2.617 -6.210 -3.272
H -3.302 -5.374 -1.363
H -2.123 -6.725 -1.178
H -2.675 -5.302 -3.891
H -3.551 -6.759 -3.411
H -1.767 -6.808 -3.622
H -1.593 -4.165 -2.415
Pd -0.154 -0.510 1.378
C -0.460 -2.192 0.561
Si -1.355 -3.245 1.819
H 0.474 -2.558 0.109
H -1.135 -1.891 -0.261
C -3.200 -3.093 1.559
C -0.748 -2.610 3.467
C -0.866 -5.054 1.767
C -1.876 0.545 1.625
Si -1.937 1.258 3.354
H -2.643 -0.205 1.378
H -1.869 1.295 0.814
C -2.627 0.070 4.647
C -3.134 2.707 3.175
C -0.269 1.905 3.930
H -0.986 -5.410 2.802
H 0.179 -5.206 1.468
H -1.506 -5.648 1.102
H -3.564 -2.069 1.424
H -3.679 -3.502 2.460
H -3.536 -3.684 0.697
H 0.120 -1.942 3.326
H -0.407 -3.500 4.009
H -1.531 -2.096 4.033
H -3.928 2.422 2.468
H -2.609 3.588 2.778
H -3.587 2.954 4.147
H -0.158 2.971 3.680
H 0.577 1.376 3.459
H -0.171 1.789 5.023
H -3.216 0.649 5.376
H -1.841 -0.461 5.201
H -3.298 -0.673 4.195
Se 0.399 0.419 -0.908
P 1.990 1.419 0.253
Se 2.422 0.071 1.898
C 3.419 1.744 -0.828
C 4.144 0.649 -1.307
C 5.230 0.856 -2.171
C 5.570 2.166 -2.548
C 4.832 3.254 -2.089
C 3.735 3.052 -1.238
C 1.484 3.049 0.876
C 2.290 3.679 1.833
C 1.897 4.908 2.359
C 0.686 5.489 1.964
C -0.141 4.825 1.051
C 0.257 3.604 0.508
H 3.857 -0.353 -0.980
H 5.804 0.004 -2.527
H 6.431 2.337 -3.201
H 5.111 4.275 -2.362
H 3.147 3.895 -0.873
H 3.214 3.199 2.163
H 2.548 5.417 3.069
H 0.388 6.456 2.364
H -1.097 5.258 0.748
H -0.375 3.079 -0.215
```

Orbital gap (spin up / spin down), eV: 4.4518 / 5.7341
ΔE to the lowest compared entry with this formula, charge and spin, kJ/mol: 301.0
Spin multiplicity: 3
E_HOMO (spin up / spin down), eV: -4.56 / -5.85